118
Properties=species:S:1:pos:R:3:forces:R:3:mulliken_charge:R:1 method="wB97M-V/def2-TZVPD" homo_lumo_gap_ev=6.34 e_homo_ev=-7.006
Ti -0.8628 -0.0431 -0.7525 -0.7 -0.3 0.5 0.15
C 1.8026 4.9929 -3.8917 0.0 -0.1 0.0 -1.73
C 0.8056 4.1109 -3.1838 0.1 0.1 0.0 0.55
C 0.0284 3.1876 -3.8697 0.0 -0.1 -0.1 -1.08
C -0.8776 2.3904 -3.1970 0.0 0.0 0.0 0.06
C -1.0534 2.4557 -1.8138 -0.4 0.2 0.1 -0.78
N -1.9397 1.5470 -1.1403 -0.4 0.1 -0.4 0.98
C -3.2029 1.3849 -1.7423 0.1 0.3 0.2 0.61
C -3.7787 2.4628 -2.4332 -0.1 0.0 0.0 -0.41
C -4.9452 2.3503 -3.1586 0.0 0.0 0.0 -1.15
C -5.6195 1.1357 -3.2229 -0.2 0.1 -0.1 0.23
C -6.8620 0.9483 -4.0595 0.1 0.0 0.1 -1.58
C -5.1251 0.0969 -2.4621 0.0 -0.2 0.0 -0.66
C -3.9680 0.2051 -1.6988 0.1 0.0 0.2 0.07
N -3.6485 -0.9021 -0.8323 -0.2 0.2 -0.2 0.38
C -4.4179 -1.9767 -0.5876 0.1 -0.1 0.1 -0.11
C -3.8812 -2.6570 0.4839 0.0 -0.1 0.0 -1.62
C -2.7584 -1.9253 0.8455 -0.2 0.0 0.0 -0.65
N -2.6075 -0.8725 0.0375 -0.7 -0.4 0.4 1.03
C -0.3015 3.4161 -1.1357 0.0 0.0 0.2 0.84
C 0.6244 4.2033 -1.8121 0.0 0.0 0.1 -0.62
N -0.5009 3.6774 0.2512 0.0 0.2 -0.2 0.08
C -0.5071 4.9143 0.8188 0.0 -0.1 0.0 -0.26
C -0.7896 4.7419 2.1474 0.0 -0.1 0.1 -1.59
C -0.9488 3.3501 2.2958 0.1 0.3 0.2 -0.32
N -0.7739 2.7140 1.1492 0.2 0.1 0.0 0.47
H 1.5915 5.0413 -4.9606 0.0 0.0 0.1 0.41
H 2.8186 4.6084 -3.7686 0.0 0.0 0.0 0.30
H 1.7800 6.0071 -3.4903 0.0 0.0 0.0 0.39
H 0.1337 3.0805 -4.9458 0.0 0.0 0.1 0.42
H -1.5027 1.7086 -3.7560 0.0 -0.1 0.0 0.60
H -3.2617 3.4119 -2.4007 0.0 0.0 0.0 0.64
H -5.3268 3.2118 -3.6976 0.0 0.0 0.1 0.35
H -7.1307 1.8725 -4.5710 0.0 0.0 0.0 0.38
H -7.7084 0.6436 -3.4394 0.0 0.0 0.0 0.34
H -6.7049 0.1703 -4.8100 0.0 0.1 0.0 0.33
H -5.6551 -0.8462 -2.4959 0.0 0.1 0.0 0.44
H -5.2904 -2.2113 -1.1691 0.0 0.1 0.0 0.41
H -4.2519 -3.5642 0.9320 0.0 0.1 0.0 0.49
H -2.0621 -2.1102 1.6443 0.1 0.0 -0.1 0.58
H 1.2161 4.9119 -1.2430 0.0 0.0 0.0 0.64
H -0.3446 5.8056 0.2347 0.0 -0.1 0.0 0.51
H -0.8828 5.5048 2.9031 0.0 -0.1 -0.1 0.46
H -1.1952 2.7990 3.1922 0.1 0.1 -0.1 0.48
C 1.7445 1.3107 2.1251 0.0 -0.1 0.0 -0.60
C 3.1625 0.7336 2.2562 -0.1 -0.3 -0.3 -0.65
C 3.6509 -0.0492 1.0243 -0.3 0.0 0.2 -1.29
Sb 2.4914 -1.7428 0.2770 0.0 -0.4 -0.3 1.48
C 3.3595 -3.2059 -0.9967 0.1 0.2 0.0 0.71
C 4.3054 -2.9130 -1.9732 0.0 0.0 0.1 -0.36
C 4.7579 -3.9214 -2.8161 0.0 0.1 0.0 -0.76
C 4.2565 -5.2098 -2.6917 -0.1 0.0 0.0 -0.44
C 3.2968 -5.4946 -1.7270 0.0 0.0 0.0 -0.74
C 2.8504 -4.4942 -0.8736 0.2 0.0 -0.1 -0.51
C 2.7676 -2.9665 2.0524 0.2 0.1 0.1 0.76
C 1.7449 -3.6088 2.7449 0.1 -0.1 0.0 -0.17
C 2.0183 -4.3314 3.9011 0.0 0.0 0.0 -0.58
C 3.3208 -4.4211 4.3784 0.0 0.0 0.0 -0.54
C 4.3559 -3.8171 3.6777 0.0 0.1 -0.1 -0.68
C 4.0789 -3.1002 2.5166 -0.2 0.0 0.1 -0.75
Sb 0.4306 -0.2220 2.9376 -0.1 0.1 0.9 0.69
C -1.5940 0.3984 3.5190 0.0 -0.1 0.0 0.40
C -2.5944 0.9128 2.6902 0.0 -0.2 0.2 0.45
C -3.8975 1.0673 3.1485 0.0 0.0 0.0 -0.67
C -4.2352 0.6960 4.4422 0.0 0.0 0.0 -0.90
C -3.2590 0.1662 5.2746 0.0 -0.1 0.0 -0.71
C -1.9553 0.0092 4.8154 -0.1 0.1 -0.1 -0.97
C 1.1148 0.2289 4.9376 0.2 -0.2 0.0 0.03
C 1.1576 1.5357 5.4246 0.0 -0.1 0.0 -0.24
C 1.5671 1.7959 6.7268 0.0 -0.1 0.0 -0.67
C 1.9338 0.7468 7.5657 -0.1 0.0 -0.1 -0.52
C 1.8921 -0.5579 7.0946 0.0 0.0 0.0 -0.57
C 1.4880 -0.8149 5.7869 0.0 0.2 -0.1 -0.27
H 1.5096 1.4970 1.0839 -0.1 0.1 -0.1 -0.04
H 1.6232 2.2357 2.6797 0.0 0.1 0.0 0.76
H 3.2520 0.1158 3.1545 0.1 0.0 0.0 0.14
H 3.8602 1.5658 2.3821 0.1 0.0 0.1 0.41
H 4.6159 -0.5196 1.2320 0.0 0.0 0.0 0.94
H 3.7456 0.5916 0.1554 0.0 0.0 -0.1 0.58
H 4.6647 -1.8981 -2.0861 0.0 0.0 -0.1 0.41
H 5.4915 -3.6938 -3.5813 0.0 0.0 0.1 0.40
H 4.6081 -5.9949 -3.3511 0.0 0.0 0.0 0.39
H 2.8867 -6.4944 -1.6474 0.0 0.0 0.0 0.40
H 2.1006 -4.7164 -0.1253 0.0 0.0 0.0 0.30
H 0.7312 -3.5573 2.3681 -0.1 0.1 0.0 0.22
H 1.2101 -4.8217 4.4333 0.0 0.0 0.0 0.42
H 3.5331 -4.9713 5.2878 0.0 0.0 0.0 0.38
H 5.3768 -3.9005 4.0323 0.0 0.0 0.0 0.42
H 4.9001 -2.6533 1.9616 0.0 0.0 0.1 0.28
H -2.3571 1.2350 1.6902 -0.1 0.0 -0.1 0.29
H -4.6476 1.4821 2.4840 0.0 0.0 0.0 0.51
H -5.2485 0.8248 4.8040 0.0 0.0 0.0 0.38
H -3.5086 -0.1318 6.2869 0.0 0.0 0.0 0.45
H -1.2133 -0.4104 5.4848 -0.1 0.0 0.0 0.37
H 0.8614 2.3659 4.7903 0.0 0.0 0.0 0.13
H 1.6006 2.8165 7.0912 0.0 0.0 0.0 0.42
H 2.2464 0.9468 8.5837 0.0 0.0 0.0 0.37
H 2.1766 -1.3778 7.7453 0.0 0.0 0.0 0.42
H 1.4647 -1.8369 5.4225 0.0 0.0 0.0 0.35
S 0.1923 -2.2019 -0.0804 0.4 0.0 0.3 -0.74
O 3.4704 -0.1449 -6.5212 -0.1 -0.1 0.0 -0.64
N 2.3287 -0.5027 -6.7404 0.1 0.0 -0.1 1.11
O 1.8926 -0.7823 -7.8407 0.0 0.0 0.2 -0.65
C 1.4051 -0.5896 -5.5933 0.2 0.1 0.1 -0.81
C 0.0938 -0.9199 -5.8223 -0.1 -0.1 -0.4 -0.48
C -0.7702 -0.9537 -4.7513 -0.2 0.0 0.4 -0.99
C -0.3550 -0.6384 -3.4439 0.2 -0.2 0.0 1.34
O -1.1652 -0.6983 -2.3896 0.3 0.0 -1.1 -0.50
C 1.0096 -0.2739 -3.2557 -0.3 -0.3 0.7 0.01
C 1.8783 -0.2867 -4.3350 0.3 0.0 -0.1 -0.23
N 1.5557 0.1082 -2.0316 1.0 0.5 -0.5 0.25
O 2.7678 -0.3816 -1.6572 -0.7 -0.2 0.3 -0.49
O 0.7905 0.4727 -0.9585 1.1 0.5 -0.7 -0.49
N -2.1614 -1.3607 -5.0450 -0.1 0.0 -0.2 1.06
O -2.9463 -1.4814 -4.1271 0.1 0.0 0.1 -0.55
O -2.4524 -1.5551 -6.2118 0.1 0.1 0.1 -0.70
H -0.2575 -1.1619 -6.8120 0.0 0.0 0.0 0.70
H 2.9146 -0.0314 -4.1786 0.0 0.0 0.0 0.75

107
Properties=species:S:1:pos:R:3:forces:R:3:mulliken_spin:R:1 method="wB97M-V/def2-TZVPD" multiplicity=2 charge=+2 homo_lumo_gap_ev="7.11 / 7.60" s2=0.764 e_homo_ev="-13.200 / -13.200"
Cr 0.1936 0.3565 1.0620 0.2 -1.8 0.5 1.28
C 3.7010 5.1491 -2.6475 -0.1 -0.2 0.1 0.00
C 2.6474 4.2491 -1.9981 -0.1 0.1 -0.1 0.00
C 1.6239 5.1553 -1.2955 0.2 -0.1 -0.1 0.00
C 1.9487 3.4309 -3.0980 0.1 0.1 0.1 0.00
C 3.2309 3.2700 -0.9898 -0.1 0.0 0.1 0.00
C 4.6051 3.1264 -0.7481 0.0 0.0 0.0 0.00
C 5.1256 2.1851 0.1229 0.0 -0.1 0.1 0.00
C 4.2482 1.3494 0.7947 -0.5 -0.1 0.1 0.00
S 4.5195 0.0200 1.9097 -0.4 0.2 -0.1 0.00
C 2.8075 -0.2218 2.0099 0.2 0.3 -0.1 -0.03
N 2.0988 0.6355 1.3059 0.7 -0.3 0.6 -0.05
C 2.8677 1.5067 0.5989 0.8 0.6 -0.5 -0.07
C 2.3637 2.4501 -0.2855 0.0 -0.1 0.2 0.04
C 2.0265 -1.2281 2.6742 -0.2 -0.3 0.5 0.05
C 2.5070 -2.2638 3.4714 -0.1 0.2 -0.1 0.00
C 1.6033 -3.1538 4.0223 0.1 -0.1 0.1 0.00
C 0.2435 -3.0176 3.7803 0.0 0.1 -0.1 0.00
C -0.2264 -2.0016 2.9537 -0.3 -0.2 0.1 -0.07
C 0.6516 -1.0989 2.3991 0.1 0.6 -0.5 -0.08
H 3.2141 5.8123 -3.3596 0.0 0.0 0.0 0.00
H 4.4456 4.5718 -3.1901 0.1 0.0 -0.1 0.00
H 4.1963 5.7679 -1.9028 0.1 0.1 0.0 0.00
H 1.2586 5.9030 -1.9941 -0.1 0.1 -0.1 0.00
H 2.0885 5.6705 -0.4578 0.0 0.1 0.1 0.00
H 0.7653 4.5972 -0.9287 -0.1 -0.1 0.1 0.00
H 1.5018 4.0981 -3.8306 -0.1 0.1 -0.1 0.00
H 1.1600 2.8035 -2.6856 -0.1 -0.1 0.0 0.00
H 2.6652 2.7895 -3.6077 0.0 -0.1 -0.1 0.00
H 5.2990 3.7688 -1.2601 0.1 0.1 -0.1 0.00
H 6.1898 2.1037 0.2697 0.2 0.0 0.0 0.00
H 1.2839 2.5104 -0.4078 0.0 0.1 -0.1 -0.01
H 3.5659 -2.3712 3.6489 0.2 0.0 0.1 0.00
H 1.9588 -3.9597 4.6441 0.0 -0.1 0.1 0.00
H -0.4517 -3.6997 4.2444 -0.1 -0.1 0.0 0.00
H -1.2910 -1.9114 2.7567 0.0 -0.1 0.0 0.00
C -5.0575 3.9570 -0.5673 0.1 0.0 0.0 0.00
C -4.5157 3.6618 0.6743 0.0 0.0 0.0 0.00
C -3.6095 2.6233 0.7959 0.3 -0.3 0.2 0.00
C -3.2547 1.8593 -0.3133 0.3 0.1 0.1 0.00
C -3.7722 2.1839 -1.5618 0.2 -0.3 -0.1 0.00
C -4.6646 3.2374 -1.6846 -0.1 0.0 0.0 0.00
As -2.1264 0.2908 0.0043 -1.4 0.2 -0.8 -0.04
C -2.1242 -0.6437 -1.6937 0.1 -0.2 -0.2 0.01
C -1.3702 -0.3491 -2.8198 0.0 0.3 0.1 0.00
C -1.3891 -1.2069 -3.9113 0.0 0.1 0.0 0.00
C -2.1455 -2.3680 -3.8701 0.1 0.0 0.0 0.00
C -2.8979 -2.6724 -2.7486 -0.1 0.1 0.1 0.00
C -2.9095 -1.8091 -1.6585 0.3 0.3 -0.2 0.00
C -3.6863 -1.9844 -0.4295 0.0 0.2 0.5 0.00
C -4.5856 -3.0107 -0.1586 0.1 0.1 -0.1 0.00
C -5.2934 -3.0151 1.0323 -0.1 0.0 0.0 0.00
C -5.1384 -1.9901 1.9525 0.0 0.0 0.0 0.00
C -4.2433 -0.9636 1.6984 0.2 0.2 0.0 0.01
C -3.5023 -0.9740 0.5299 0.1 -0.4 0.2 0.02
H -5.7863 4.7480 -0.6588 0.0 0.1 0.0 0.00
H -4.8051 4.2322 1.5451 0.0 0.0 0.0 0.00
H -3.1923 2.3734 1.7704 -0.1 0.1 0.0 0.00
H -3.5000 1.6017 -2.4356 0.0 0.0 0.0 0.00
H -5.0685 3.4920 -2.6524 0.0 0.0 -0.1 0.00
H -0.7831 0.5661 -2.8550 0.0 -0.1 -0.1 0.00
H -0.8160 -0.9621 -4.7930 0.0 0.0 -0.1 0.00
H -2.1465 -3.0411 -4.7150 0.0 0.0 -0.1 0.00
H -3.4747 -3.5842 -2.7327 -0.1 -0.1 0.0 0.00
H -4.7470 -3.7991 -0.8786 0.0 -0.1 -0.1 0.00
H -5.9939 -3.8099 1.2368 0.0 -0.1 0.0 0.00
H -5.7052 -1.9896 2.8705 -0.1 0.0 0.0 0.00
H -4.1410 -0.1421 2.3973 0.0 -0.1 0.1 0.00
N -0.0693 1.9574 2.5355 0.0 0.5 -0.5 0.00
C -0.4097 1.4300 3.8408 -0.2 -0.2 0.5 0.00
C 0.4185 1.6365 4.9334 0.0 0.0 -0.3 -0.01
C 0.0762 1.1035 6.1653 0.0 0.0 0.0 0.00
C -1.1040 0.3986 6.3168 0.0 0.0 0.0 0.00
C -1.9387 0.2067 5.2275 0.0 0.0 0.0 0.01
C -1.5867 0.7101 3.9895 0.0 0.2 -0.3 0.02
H 0.8065 2.4814 2.6333 -0.3 -0.2 -0.2 0.00
H -0.7801 2.6453 2.2646 0.2 -0.1 0.1 0.01
H 1.3216 2.2212 4.8320 0.1 0.0 0.0 0.00
H 0.7320 1.2480 7.0077 0.1 0.1 0.1 0.00
H -1.3738 0.0055 7.2824 -0.1 -0.1 0.1 0.00
H -2.8635 -0.3338 5.3458 -0.1 -0.1 0.0 0.00
H -2.2130 0.5419 3.1179 0.0 0.0 0.1 -0.02
N 0.6135 -0.9511 -0.3455 -0.5 1.2 0.7 -0.06
S 1.6932 -2.1619 -0.2459 0.4 -0.3 -1.4 0.00
C 0.7045 -3.5798 -0.7707 0.1 0.2 0.2 0.01
C -0.5694 -3.6479 -0.2293 0.0 0.1 0.1 0.00
C -1.3816 -4.7167 -0.5609 0.1 -0.1 0.0 0.00
C -0.9108 -5.7063 -1.4105 0.0 0.0 0.0 0.00
C 0.3789 -5.6438 -1.9158 0.1 0.1 0.0 0.00
C 1.2013 -4.5743 -1.5958 0.2 0.1 0.0 0.00
C 2.6844 -1.8144 -1.7105 0.0 -0.2 0.4 0.00
C 2.0675 -1.7402 -2.9500 0.0 0.0 0.0 0.00
C 2.7914 -1.2696 -4.0310 -0.1 0.0 0.1 0.00
C 4.1139 -0.8841 -3.8634 0.1 0.0 0.0 0.00
C 4.7297 -0.9870 -2.6250 0.0 0.0 -0.1 0.00
C 4.0100 -1.4501 -1.5347 -0.1 -0.1 0.2 0.00
H 0.2760 -0.8468 -1.3006 -0.2 -0.3 0.1 0.00
H -0.9077 -2.8716 0.4476 -0.1 -0.1 -0.1 0.00
H -2.3738 -4.7853 -0.1449 -0.1 0.0 0.1 0.00
H -1.5458 -6.5388 -1.6690 -0.1 -0.1 0.0 0.00
H 0.7546 -6.4314 -2.5497 0.0 -0.1 -0.1 0.00
H 2.2057 -4.5121 -1.9899 0.0 0.0 0.0 0.00
H 1.0372 -2.0459 -3.0664 -0.1 0.0 -0.1 0.00
H 2.3160 -1.2006 -4.9985 0.0 0.0 -0.1 0.00
H 4.6659 -0.5047 -4.7086 0.1 0.0 -0.1 0.00
H 5.7705 -0.7214 -2.5150 0.0 0.1 0.0 0.00
H 4.4677 -1.5316 -0.5599 0.1 0.0 0.1 0.00

For the records above, the corresponding ΔE to the lowest compared entry with this formula, charge and spin values read 22.6; 74.7 kJ/mol.
For the records above, the corresponding largest force on an atom values read 1.43; 1.83 eV Å⁻¹.